{
  "formula": "C16H51BF4N11O8",
  "method": "ωB97M-V/def2-TZVPD",
  "symbols": ["B", "F", "F", "F", "F", "C", "O", "N", "N", "H", "H", "H", "H", "C", "O", "N", "N", "H", "H", "H", "H", "C", "O", "N", "N", "H", "H", "H", "H", "C", "O", "N", "N", "H", "H", "H", "H", "C", "C", "C", "O", "C", "N", "H", "H", "H", "H", "H", "H", "H", "H", "H", "H", "H", "C", "C", "C", "O", "C", "N", "H", "H", "H", "H", "H", "H", "H", "H", "H", "H", "H", "C", "C", "C", "O", "C", "N", "H", "H", "H", "H", "H", "H", "H", "H", "H", "H", "H", "O", "H", "H"],
  "coordinates": [[10.6989, 9.4751, 28.6765], [10.3814, 10.1969, 29.7998], [11.0830, 8.2087, 28.9751], [9.5909, 9.2988, 27.8793], [11.7394, 10.0422, 27.9446], [13.0578, 11.6631, 31.2712], [13.9423, 12.1503, 31.9684], [13.1959, 11.2806, 30.0554], [11.7939, 11.5687, 31.6516], [14.0980, 11.3634, 29.6088], [12.4012, 11.1492, 29.4461], [11.1120, 11.2227, 30.9917], [11.5891, 11.8036, 32.6123], [7.9890, 7.8303, 30.9531], [7.1215, 7.5486, 31.8139], [7.7333, 7.9037, 29.6362], [9.1681, 8.2529, 31.2645], [8.5028, 8.1516, 29.0308], [6.7671, 8.0059, 29.3604], [9.7440, 8.6082, 30.5147], [9.6132, 8.2054, 32.1698], [10.9640, 13.2434, 25.2324], [11.5122, 14.1779, 24.6036], [9.8311, 12.7119, 24.9372], [11.5538, 12.4725, 26.1025], [9.4264, 12.9356, 24.0392], [9.4707, 11.9194, 25.4492], [12.5048, 12.7411, 26.3111], [10.9451, 11.9502, 26.7163], [14.4913, 8.4788, 26.6682], [15.3883, 7.9389, 26.0693], [13.3984, 7.9018, 27.0444], [14.5997, 9.7091, 27.0062], [13.3089, 6.9005, 26.9472], [12.7530, 8.3191, 27.6998], [15.4217, 10.1359, 26.6036], [13.7310, 10.1374, 27.2926], [14.1968, 4.0268, 33.6681], [14.3004, 5.2978, 34.4757], [13.4116, 6.4010, 33.9710], [13.7335, 6.8370, 32.6605], [13.0928, 7.9586, 32.1576], [13.9149, 4.8530, 35.8057], [14.5488, 4.1190, 32.6406], [13.1375, 3.7711, 33.6429], [14.7674, 3.1672, 34.0197], [15.3306, 5.6530, 34.4493], [13.5164, 7.2914, 34.5909], [12.3634, 6.1039, 33.9363], [12.3591, 7.6116, 31.4300], [13.7814, 8.5469, 31.5511], [12.6383, 8.6792, 32.8375], [13.8626, 5.6576, 36.4139], [12.9384, 4.6399, 35.6604], [10.8250, 3.0797, 28.4264], [10.4927, 4.5235, 28.7015], [10.5939, 4.9814, 30.1851], [9.5582, 4.3115, 30.8519], [9.8416, 4.2305, 32.3462], [11.2832, 5.3390, 27.8670], [10.8546, 2.7960, 27.3744], [10.0645, 2.5257, 28.9768], [11.7078, 2.7786, 28.9903], [9.4334, 4.6194, 28.4633], [10.2351, 5.9989, 30.3403], [11.6277, 4.8835, 30.5167], [9.7701, 5.1489, 32.9290], [10.8362, 3.8453, 32.5708], [9.1474, 3.6078, 32.9103], [11.1848, 6.1707, 28.4315], [10.9488, 5.4875, 26.9256], [12.1038, 9.4264, 23.9380], [11.0860, 8.3148, 23.8044], [9.6504, 8.7658, 24.2876], [8.6921, 7.8774, 23.7070], [7.4025, 8.4085, 23.8297], [11.0983, 8.0384, 22.4198], [12.2879, 9.6634, 24.9859], [11.8777, 10.2198, 23.2256], [13.1267, 9.1198, 23.7193], [11.4131, 7.4315, 24.3529], [9.4131, 9.7986, 24.0323], [9.5591, 8.7819, 25.3737], [6.6371, 7.6952, 23.5241], [7.2752, 9.3470, 23.2901], [7.1794, 8.6528, 24.8682], [10.6279, 7.1461, 22.4710], [10.4613, 8.7170, 22.0276], [8.1621, 11.3541, 27.0039], [7.3055, 11.2936, 27.4268], [8.7039, 10.7150, 27.4667]],
  "atomic_forces_ev_per_a": [[0.608, -0.471, -1.009], [-0.223, 0.785, 0.088], [0.815, -1.664, 1.205], [-1.244, 0.565, -0.963], [0.098, 1.122, -0.287], [0.597, 2.143, 2.868], [0.479, -0.362, 0.370], [1.584, -1.431, -5.096], [-2.149, 0.009, 1.743], [-0.178, 0.021, 0.199], [0.423, -0.091, 0.196], [-0.048, 0.106, 0.813], [-0.196, -0.036, -0.436], [-4.367, -0.341, 2.277], [0.848, -0.162, -1.188], [-0.415, -0.375, -1.187], [4.325, 0.923, 0.560], [-0.684, 0.015, -0.303], [0.418, -0.201, -0.066], [-0.013, -0.270, 0.804], [-0.667, -0.204, -0.132], [2.768, 2.419, -2.959], [-0.720, -0.848, 1.009], [-5.035, -0.676, -2.171], [2.710, -0.734, 2.966], [-0.163, 0.134, 0.447], [-0.197, 0.258, -0.323], [-0.310, -0.257, 0.683], [0.911, -0.128, 0.235], [1.711, -2.068, -1.035], [1.669, -1.642, -1.432], [-3.882, -2.755, 1.148], [0.167, 4.653, 1.342], [0.176, 0.150, -0.032], [0.307, -0.093, -0.232], [-0.547, 0.592, 0.236], [0.591, 0.845, -0.131], [0.059, -0.222, -1.434], [0.969, -0.860, -0.487], [-0.438, 1.331, -1.039], [1.396, -1.011, 0.520], [-0.427, 0.458, -1.358], [-0.284, 0.819, 0.347], [-0.282, 0.435, -0.172], [-0.102, -0.352, -0.157], [-0.084, 0.275, 0.697], [0.103, 0.065, 0.264], [-0.151, -0.034, 0.640], [-0.370, -0.330, 0.466], [-0.572, 0.149, 0.055], [0.365, -0.050, 0.130], [-0.024, -0.334, 0.611], [0.227, 0.272, 0.425], [-0.449, -0.577, 0.420], [-0.484, -0.809, 2.082], [-1.273, -1.306, -0.181], [-0.902, 0.270, -1.367], [0.620, -1.754, 4.208], [-0.234, -0.031, -1.031], [1.335, 1.782, 0.668], [0.056, 0.198, 0.148], [-0.350, -0.503, -0.460], [0.630, 0.118, -0.557], [-0.430, 0.192, 0.050], [0.951, 0.764, -0.807], [0.019, -0.431, 0.579], [-0.053, 0.819, -0.830], [0.187, -0.167, -0.576], [-0.375, -0.422, -0.938], [0.673, 1.289, -1.234], [-0.329, -0.015, 0.140], [0.910, -0.234, 1.411], [0.216, 1.975, 1.411], [0.862, -0.751, 0.067], [0.154, 0.299, 0.114], [-0.470, 0.071, 0.591], [-0.532, -1.560, -0.785], [-0.738, 1.068, 0.129], [-0.152, 0.426, 0.568], [-0.162, -0.655, -0.683], [-0.089, -0.010, 0.163], [0.214, 0.268, -0.711], [0.089, -0.418, 0.304], [0.302, -0.136, -0.289], [0.095, 0.089, -0.390], [0.014, 0.002, 0.354], [-0.476, -0.268, -1.515], [-0.196, -0.158, -0.685], [-0.153, 0.450, -0.331], [-0.196, 0.096, 0.042], [0.164, -0.511, 0.203]],
  "lowdin_charge": [-1.40, 0.15, 0.17, 0.14, 0.12, -0.79, 0.00, 0.19, 0.17, 0.12, 0.08, 0.07, 0.12, -0.72, -0.03, 0.18, 0.18, 0.07, 0.11, 0.06, 0.13, -0.76, -0.02, 0.16, 0.17, 0.12, 0.06, 0.12, 0.09, -0.84, 0.03, 0.20, 0.18, 0.11, 0.07, 0.13, 0.08, -0.07, -0.45, -0.21, -0.18, -0.12, 0.04, 0.08, 0.06, 0.08, 0.14, 0.13, 0.12, 0.07, 0.09, 0.09, 0.07, 0.06, -0.07, -0.48, -0.21, -0.17, -0.04, 0.05, 0.08, 0.07, 0.08, 0.13, 0.10, 0.13, 0.07, 0.06, 0.08, 0.04, 0.08, -0.07, -0.45, -0.17, -0.19, -0.13, 0.03, 0.05, 0.08, 0.08, 0.14, 0.11, 0.11, 0.09, 0.08, 0.08, 0.07, 0.08, -0.04, 0.05, -0.01],
  "homo_ev": -7.2,
  "e_lumo_ha": 0.0776,
  "charge": -1,
  "de_lowest_kj_mol": 214.4
}